Computed, not measured: a structure of composition C6H8N, with ωB97M-V with the def2-TZVPD basis set.

Atoms and positions in Å:
1 C 1.748 -1.333 0.179
2 C 0.384 -0.687 -1.457
3 C -1.491 0.844 -0.797
4 C -0.042 1.241 -0.965
5 C -0.279 -0.428 0.983
6 C 1.076 -0.991 1.224
7 N -0.418 -0.175 -0.475
8 H 2.534 -1.806 -0.224
9 H -2.209 1.053 -0.002
10 H -2.072 0.554 -1.625
11 H 0.527 1.394 -1.843
12 H 0.257 1.934 -0.078
13 H -1.100 -1.086 1.368
14 H -0.241 0.527 1.409
15 H 1.325 -1.043 2.303

Calculated values
Total charge: +1
Orbital gap (eV): 9.076
ΔE to the lowest compared entry with this formula, charge and spin (kcal per mole): 214.0

Mulliken population analysis, charges in e, atoms 1 to 4: -0.5677, -0.2376, -0.1887, -0.4084

Computed, not measured: an isolated molecule of C6H8N2, with ωB97M-V with the def2-TZVPD basis set.

Atoms and positions in Å:
1 C 0.413 0.473 -0.323
2 C 0.021 -0.970 -0.432
3 C -0.275 -0.796 1.994
4 C -0.235 -1.627 -1.643
5 C 0.061 -0.931 -2.984
6 C -0.141 1.326 3.106
7 N 0.467 1.085 0.802
8 N -0.071 0.457 1.930
9 H 0.753 1.034 -1.145
10 H -0.703 -2.580 -1.625
11 H -0.234 -1.371 -3.846
12 H 1.100 -0.782 -3.060
13 H -0.392 -0.001 -2.951
14 H -0.955 2.056 2.805
15 H -0.550 0.726 4.009
16 H 0.740 1.902 3.363

Calculated values
Total charge: 0
Orbital gap (spin up / spin down) (eV): 8.130 / 8.125
ΔE to the lowest compared entry with this formula, charge and spin (kcal per mole): 164.0

Mulliken population analysis, charges in e, atoms 1 to 4: 0.1562, -0.3225, -0.1707, -0.2335

Computed, not measured: an isolated molecule of C6H8N2, with ωB97M-V with the def2-TZVPD basis set.

Atoms and positions in Å:
1 C 1.916 0.812 0.001
2 C 2.112 -0.530 -0.004
3 C 0.658 1.517 0.001
4 C 1.132 -1.556 -0.009
5 C -0.551 1.024 -0.006
6 C -1.956 0.863 -0.009
7 N -1.255 -1.778 0.006
8 N -0.122 -1.264 -0.007
9 H 2.791 1.446 0.007
10 H 3.136 -0.880 0.000
11 H 0.747 2.604 0.004
12 H 1.454 -2.600 -0.013
13 H -2.426 1.250 -0.912
14 H -2.128 -0.257 0.006
15 H -2.431 1.274 0.882
16 H -1.322 -2.797 0.028

Calculated values
Total charge: 0
Orbital gap (eV): 7.437
ΔE to the lowest compared entry with this formula, charge and spin (kcal per mole): 114.7

Mulliken population analysis, charges in e, atoms 1 to 4: -0.2795, -0.4455, -0.5082, 0.1109

Computed, not measured: an isolated molecule of C6H8N2O2, with ωB97M-V with the def2-TZVPD basis set.

Atoms and positions in Å:
1 N -2.855 1.480 -0.152
2 C -2.049 0.364 -0.082
3 C -2.260 -0.973 -0.277
4 C -1.024 -1.613 0.094
5 C -0.158 -0.629 0.452
6 C 1.262 -0.607 0.896
7 C 2.172 0.160 -0.038
8 N 3.108 0.964 0.276
9 O -0.791 0.584 0.351
10 H -2.376 2.326 -0.441
11 H -3.712 1.339 -0.672
12 H -3.181 -1.435 -0.621
13 H -0.796 -2.676 0.067
14 H 1.358 -0.181 1.904
15 H 1.614 -1.648 0.937
16 O 2.108 -0.284 -1.298
17 H 3.108 1.159 1.275
18 H 3.033 -0.539 -1.544

Calculated values
Structure (SMILES): [H]/N=C(/O)Cc1ccc(N)o1
Total charge: 0
Orbital gap (eV): 8.397
ΔE to the lowest compared entry with this formula, charge and spin (kcal per mole): 27.4

Mulliken population analysis, charges in e, atoms 1 to 4: -0.5199, 0.3759, -0.4320, -0.6523

Computed, not measured: a cluster of 2 separate species, C6H8N2O2 in total, with ωB97M-V with the def2-TZVPD basis set.

Atoms and positions in Å:
1 O -2.801 -1.292 -2.266
2 C -1.820 -1.814 -1.799
3 H -1.903 -2.665 -1.097
4 O -0.554 -1.903 -2.516
5 H -0.071 -2.697 -2.255
6 N 0.237 -0.221 -0.422
7 C -0.221 0.923 0.332
8 C 0.882 1.622 1.168
9 C 1.494 0.680 2.107
10 C 1.962 -0.132 2.873
11 C -0.849 1.893 -0.599
12 N -1.284 2.495 -1.484
13 H 1.038 -0.008 -1.013
14 H -1.018 0.590 1.015
15 H 1.656 2.021 0.495
16 H 0.444 2.470 1.715
17 H 2.314 -0.794 3.645
18 H 0.495 -1.167 0.102

Calculated values
Structure (SMILES): C#CC[C@H](N)C#N.O=CO
Total charge: 0
Orbital gap (eV): 10.345
ΔE to the lowest compared entry with this formula, charge and spin (kcal per mole): 90.3

Mulliken population analysis, charges in e, atoms 1 to 4: -0.3987, 0.2298, 0.2819, -0.4703

Computed, not measured: an isolated molecule of C6H8N2O2, with ωB97M-V with the def2-TZVPD basis set.

Atoms and positions in Å:
1 O -0.203 2.015 -0.374
2 C -0.296 0.934 0.528
3 C -1.671 0.273 0.527
4 N -2.035 -0.213 -0.802
5 C -1.500 -1.158 0.198
6 C -0.034 -1.381 0.026
7 C 0.637 -0.230 0.188
8 C 2.102 -0.066 0.133
9 N 2.718 1.016 -0.183
10 H -0.557 1.712 -1.220
11 H -0.061 1.345 1.521
12 H -2.453 0.631 1.198
13 H -3.046 -0.310 -0.871
14 H -2.153 -1.937 0.590
15 H 0.405 -2.335 -0.265
16 O 2.762 -1.192 -0.157
17 H 2.134 1.833 -0.017
18 H 3.252 -0.937 -1.020

Calculated values
Structure (SMILES): [H]/N=C(/O)C1=C[C@@H]2N[C@@H]2[C@@H]1O
Total charge: 0
Orbital gap (eV): 9.801
ΔE to the lowest compared entry with this formula, charge and spin (kcal per mole): 60.4

Mulliken population analysis, charges in e, atoms 1 to 4: -0.5327, -0.4557, -0.2647, -0.6221

Please write out number 5 again, unchanged.
Computed, not measured: a cluster of 2 separate species, C6H8N2O2 in total, with ωB97M-V with the def2-TZVPD basis set.

Atoms and positions in Å:
1 O -2.801 -1.292 -2.266
2 C -1.820 -1.814 -1.799
3 H -1.903 -2.665 -1.097
4 O -0.554 -1.903 -2.516
5 H -0.071 -2.697 -2.255
6 N 0.237 -0.221 -0.422
7 C -0.221 0.923 0.332
8 C 0.882 1.622 1.168
9 C 1.494 0.680 2.107
10 C 1.962 -0.132 2.873
11 C -0.849 1.893 -0.599
12 N -1.284 2.495 -1.484
13 H 1.038 -0.008 -1.013
14 H -1.018 0.590 1.015
15 H 1.656 2.021 0.495
16 H 0.444 2.470 1.715
17 H 2.314 -0.794 3.645
18 H 0.495 -1.167 0.102

Calculated values
Structure (SMILES): C#CC[C@H](N)C#N.O=CO
Total charge: 0
Orbital gap (eV): 10.345
ΔE to the lowest compared entry with this formula, charge and spin (kcal per mole): 90.3

Mulliken population analysis, charges in e, atoms 1 to 4: -0.3987, 0.2298, 0.2819, -0.4703

Q: Look up the ΔE to the lowest compared entry with this formula, charge and spin of the third one.
A: 114.7 kcal per mole

Repeat the second record exactly.
Computed, not measured: an isolated molecule of C6H8N2, with ωB97M-V with the def2-TZVPD basis set.

Atoms and positions in Å:
1 C 0.413 0.473 -0.323
2 C 0.021 -0.970 -0.432
3 C -0.275 -0.796 1.994
4 C -0.235 -1.627 -1.643
5 C 0.061 -0.931 -2.984
6 C -0.141 1.326 3.106
7 N 0.467 1.085 0.802
8 N -0.071 0.457 1.930
9 H 0.753 1.034 -1.145
10 H -0.703 -2.580 -1.625
11 H -0.234 -1.371 -3.846
12 H 1.100 -0.782 -3.060
13 H -0.392 -0.001 -2.951
14 H -0.955 2.056 2.805
15 H -0.550 0.726 4.009
16 H 0.740 1.902 3.363

Calculated values
Total charge: 0
Orbital gap (spin up / spin down) (eV): 8.130 / 8.125
ΔE to the lowest compared entry with this formula, charge and spin (kcal per mole): 164.0

Mulliken population analysis, charges in e, atoms 1 to 4: 0.1562, -0.3225, -0.1707, -0.2335

Q: What is the formula in the second record?
A: C6H8N2